Entry 1:
This record from the OMol25 dataset describes C14H24ClN5O6Tb as an isolated structure in a non-equilibrium geometry. The level of theory is wB97M-V/def2-TZVPD.

- Expectation value of S²: 12.696
- Gap between HOMO and LUMO (spin up / spin down): 3.91 / 3.97 eV
- HOMO level (spin up / spin down): -8.98 / -9.01 eV

Geometry as ORCA input:
```
! wB97M-V def2-TZVPD RIJCOSX def2/J DEFGRID3
* xyz 1 7
O 1.2143 -2.4844 -3.7618
H 1.3930 -3.1305 -4.4676
Tb 0.4553 -0.6845 -0.0423
N -0.9445 -1.4582 1.7261
N -1.5158 -1.7739 -0.6198
N 1.9066 0.6328 1.1503
N 1.8050 0.5615 -1.4239
O -0.5327 -0.9700 2.8664
O 1.7887 0.7278 2.5611
O 1.8111 0.5292 -2.8472
O -1.6638 -1.5458 -1.8756
C -2.5639 -2.0606 0.1983
C -2.2235 -1.9090 1.5721
C 2.7081 1.5306 0.5394
C 2.5881 1.5314 -0.8988
C -3.1344 -2.2533 2.6927
H -3.3187 -1.3787 3.3319
H -2.6675 -3.0492 3.2934
H -4.1040 -2.6102 2.3122
C -3.8688 -2.5044 -0.3464
H -3.7067 -3.2964 -1.0901
H -4.4227 -1.6910 -0.8414
H -4.5057 -2.8863 0.4559
C 3.5941 2.4930 1.2529
C 3.4055 2.4120 -1.7782
H 3.7832 2.2020 2.2862
H 3.1632 3.5027 1.2859
H 4.5608 2.5605 0.7424
H 2.9458 2.4786 -2.7703
H 4.4267 1.9953 -1.8778
H 3.4864 3.4232 -1.3561
H 0.9830 0.1805 2.8014
H 1.5692 -0.4048 -3.1307
C 1.4674 -3.1669 -2.5230
H 0.5233 -3.2604 -1.9700
H 2.1887 -2.5522 -1.9649
H 1.8935 -4.1759 -2.6656
O 1.8082 -2.3963 1.1705
H 2.6473 -2.0676 1.5322
H 1.3292 -2.7707 1.9424
Cl -3.4667 3.0904 2.6389
C -2.4939 2.7918 1.2597
C -2.4954 3.6748 0.1805
C -1.6765 3.3779 -0.8983
C -0.9085 2.2160 -0.8787
N -0.9345 1.3426 0.1470
C -1.6858 1.6513 1.2389
H -3.1124 4.5668 0.2152
H -1.6151 4.0332 -1.7617
H -0.2331 1.9821 -1.7047
H -1.6510 0.9933 2.1015
*
```

---

Entry 2:
This record from the OMol25 dataset describes C14H24CuN6OSSe as an isolated structure. The level of theory is wB97M-V/def2-TZVPD.

- Energy above the lowest of the compared OMol25 structures with the same formula, charge and spin: 0.0 kJ/mol
- Expectation value of S²: 0.755
- Gap between HOMO and LUMO (spin up / spin down): 8.57 / 7.06 eV
- HOMO level (spin up / spin down): -8.37 / -8.37 eV

Geometry as ORCA input:
```
! wB97M-V def2-TZVPD RIJCOSX def2/J DEFGRID3
* xyz 0 2
Cu 1.0069 -0.1503 -0.2069
C 2.4985 -1.6331 2.6450
C 1.4078 -2.2296 1.7542
C 0.4815 -3.1069 2.5986
C 2.0448 -3.0642 0.6428
O 0.5927 -1.2093 1.2209
H 3.1399 -2.4192 3.0491
H 2.0456 -1.0850 3.4751
H 3.1156 -0.9416 2.0706
H 1.0555 -3.8603 3.1426
H -0.2496 -3.6110 1.9619
H -0.0551 -2.4854 3.3186
H 2.6633 -3.8621 1.0582
H 2.6831 -2.4404 0.0112
H 1.2692 -3.5192 0.0189
C -1.2600 1.5877 -1.4257
N -0.6280 1.3164 -0.1121
C -0.2147 2.6178 0.4670
N -1.3415 3.5297 0.6135
C -1.9424 3.7414 -0.7069
N -2.4034 2.4845 -1.3104
C -3.3795 1.8717 -0.4018
N -2.8154 1.6212 0.9271
C -1.6667 0.7348 0.7860
C -2.3460 2.8976 1.4767
H -1.5831 0.6419 -1.8615
H -0.5115 2.0384 -2.0804
H 0.5339 3.0661 -0.1880
H 0.2375 2.4306 1.4419
H -1.2053 4.2027 -1.3657
H -2.7925 4.4170 -0.6051
H -3.7140 0.9251 -0.8293
H -4.2393 2.5357 -0.3062
H -1.9863 -0.2231 0.3736
H -1.2111 0.5452 1.7556
H -1.9119 2.7231 2.4618
H -3.1957 3.5732 1.5810
S -0.3671 -2.9320 -3.5707
C 0.7892 -1.8478 -4.2142
C 1.1906 -0.9803 -3.2557
N 0.5847 -1.1614 -2.0341
C -0.2537 -2.1602 -2.0585
H 1.1211 -1.9181 -5.2373
H 1.9289 -0.1993 -3.3709
H -0.8166 -2.4873 -1.1933
Se 2.9774 1.1177 -0.1347
C 4.0289 -0.1475 -0.9369
N 4.6937 -0.9449 -1.4458
*
```

---

DFT total energy / eV: -69589.11199; -146716.12837